# C2H14NSi3

An isolated ion of composition C2H14NSi3 and charge +1 at a distorted geometry (ωB97M-V/def2-TZVPD, the Open Molecules 2025 dataset).

Computed properties:
- total charge = +1
- electronic energy (Ha) = -1007.4629
- energy relative to the best compared isomer or geometry (same formula, charge and spin) (eV) = 0.242
- HOMO level (eV) = -13.42
- 2S+1 = 1
- SMILES = C[C@@H]([NH3+])[SiH2][SiH2][SiH3]
- molar mass (g mol⁻¹) = 136.40

Element x y z (Å)
C 1.121 1.085 0.720
C 1.171 0.268 -0.500
N 2.695 -0.103 -0.471
Si -3.270 0.894 -0.120
Si 0.121 -1.497 -0.395
Si -2.132 -1.044 0.402
H 1.172 0.357 1.602
H 1.732 1.921 0.637
H 0.085 1.524 0.834
H 1.088 0.957 -1.359
H 3.102 0.825 -0.108
H 2.965 -0.386 -1.356
H 2.828 -0.891 0.258
H -4.597 0.392 -0.316
H -2.638 1.467 -1.316
H -2.988 2.162 0.708
H 1.005 -2.017 0.554
H 0.539 -2.384 -1.592
H -1.519 -1.406 1.819
H -2.802 -2.215 -0.235


# C2H8IN2

An isolated ion of composition C2H8IN2 and charge +1 at a distorted geometry (ωB97M-V/def2-TZVPD, the Open Molecules 2025 dataset).

Computed properties:
- total charge = +1
- electronic energy (Ha) = -487.8948
- energy relative to the best compared isomer or geometry (same formula, charge and spin) (eV) = 1.852
- HOMO level (eV) = -13.36
- 2S+1 = 1
- SMILES = C[NH2+][C@@H](N)I
- molar mass (g mol⁻¹) = 187.00

Element x y z (Å)
C -1.220 0.707 -0.560
C 0.754 -1.057 0.322
N 1.808 -0.243 0.102
N -0.422 -0.257 0.673
I 0.944 -2.320 2.323
H -2.106 0.139 -0.939
H -1.622 1.561 0.087
H -0.589 0.953 -1.319
H 0.704 -1.787 -0.393
H 2.155 0.559 0.768
H 2.511 -0.659 -0.461
H -1.099 -0.879 1.246
H -0.038 0.408 1.282


# C2F6KO6S2

C2F6KO6S2 as an isolated structure at a distorted geometry (ωB97M-V/def2-TZVPD, the Open Molecules 2025 dataset).

Computed properties:
- total charge = -1
- electronic energy (Ha) = -2523.3468
- energy relative to the best compared isomer or geometry (same formula, charge and spin) (eV) = 0.586
- HOMO level (eV) = -6.53
- 2S+1 = 1
- molar mass (g mol⁻¹) = 337.24

Element x y z (Å)
K -0.253 2.502 1.147
C -2.273 -1.625 1.115
F -1.042 -1.856 0.730
F -2.960 -1.072 0.113
F -2.878 -2.772 1.412
S -2.278 -0.495 2.637
O -2.266 -1.421 3.757
O -1.021 0.262 2.454
O -3.463 0.343 2.580
C 2.797 1.284 -2.544
F 2.123 1.553 -3.661
F 3.906 0.621 -2.853
F 3.165 2.444 -1.985
S 1.760 0.212 -1.389
O 2.646 0.047 -0.240
O 0.519 0.960 -1.107
O 1.518 -0.987 -2.165


# C3H14NO2

A 3-piece molecular cluster, C3H14NO2 overall at a distorted geometry (ωB97M-V/def2-TZVPD, the Open Molecules 2025 dataset).

Computed properties:
- total charge = +2
- expectation value of S² = 0.753
- electronic energy (Ha) = -327.1361
- energy relative to the best compared isomer or geometry (same formula, charge and spin) (eV) = 0.524
- HOMO level (spin up / spin down) (eV) = -17.93 / -17.93
- 2S+1 = 2
- molar mass (g mol⁻¹) = 96.15

Element x y z (Å)
C 0.602 1.885 0.521
C 1.458 0.768 1.102
N 0.544 -0.138 1.877
C 1.133 -1.312 2.594
H 0.727 2.848 1.039
H 0.916 2.186 -0.486
H -0.425 1.648 0.279
H 1.908 0.283 0.241
H 2.223 1.264 1.684
H -0.094 -0.571 1.197
H -0.014 0.479 2.466
H 1.085 -1.109 3.683
H 2.206 -1.356 2.440
H 0.547 -2.221 2.463
H -1.900 -1.869 -6.738
H -3.177 -1.184 -6.085
O -2.558 -1.974 -5.978
H -1.443 0.126 -1.527
H -2.155 0.420 -0.134
O -1.584 -0.171 -0.638


# C33H44BCl8F3O4

A 5-piece molecular cluster, C33H44BCl8F3O4 overall at a distorted geometry (ωB97M-V/def2-TZVPD, the Open Molecules 2025 dataset).

Computed properties:
- total charge = 0
- electronic energy (Ha) = -5590.6469
- energy relative to the best compared isomer or geometry (same formula, charge and spin) (eV) = 0.787
- HOMO level (eV) = -6.47
- 2S+1 = 1
- SMILES = COB(O)C1=C(CC[C@H](C)CCC=C(C)C)C(=O)C(CCC(F)=C(F)F)=C(Cc2ccccc2C)C1=O.ClCCl.ClCCl.ClCCl.ClCCl
- molar mass (g mol⁻¹) = 856.14

Element x y z (Å)
C 3.409 0.610 3.046
O 4.188 1.762 2.756
B 3.470 2.849 2.291
O 3.474 4.014 3.049
C 2.663 2.700 0.931
C 1.384 3.060 0.743
C 0.558 3.681 1.846
C 0.194 2.713 2.996
C -1.246 2.106 2.987
C -1.074 0.605 3.389
C -1.954 2.127 1.620
C -3.383 1.516 1.770
C -3.649 0.355 0.807
C -2.738 -0.648 0.454
C -1.973 -0.495 -0.832
C -2.432 -1.878 1.286
C 0.819 2.862 -0.651
O -0.136 3.554 -0.979
C 1.448 1.882 -1.607
C 0.631 1.362 -2.763
C -0.020 2.496 -3.629
C -1.516 2.422 -3.701
F -2.187 3.593 -3.673
C -2.247 1.318 -3.808
F -3.502 1.292 -3.391
F -1.803 0.182 -4.311
C 2.723 1.522 -1.397
C 3.571 0.604 -2.233
C 3.884 -0.752 -1.579
C 5.201 -1.144 -1.570
C 5.599 -2.335 -1.018
C 4.694 -3.178 -0.431
C 3.374 -2.790 -0.439
C 2.951 -1.612 -1.001
C 1.465 -1.328 -0.974
C 3.437 2.121 -0.215
O 4.661 2.120 -0.155
H 4.104 -0.207 3.254
H 2.774 0.721 3.933
H 2.780 0.281 2.206
H 4.376 4.362 3.010
H -0.294 4.222 1.432
H 1.205 4.449 2.283
H 0.267 3.303 3.918
H 0.930 1.912 3.102
H -1.822 2.586 3.783
H -2.014 0.120 3.642
H -0.536 0.110 2.571
H -0.385 0.590 4.243
H -1.348 1.590 0.891
H -2.132 3.166 1.330
H -4.128 2.276 1.522
H -3.589 1.259 2.822
H -4.628 0.321 0.317
H -2.381 0.312 -1.446
H -0.978 -0.146 -0.518
H -1.831 -1.418 -1.416
H -1.470 -2.282 0.937
H -3.191 -2.616 1.028
H -2.406 -1.641 2.348
H -0.165 0.734 -2.349
H 1.195 0.729 -3.444
H 0.348 2.382 -4.656
H 0.331 3.466 -3.294
H 3.211 0.473 -3.255
H 4.551 1.085 -2.316
H 5.953 -0.497 -2.013
H 6.653 -2.595 -1.046
H 5.037 -4.099 0.017
H 2.651 -3.459 0.021
H 1.053 -1.294 -1.986
H 0.972 -2.179 -0.490
H 1.217 -0.445 -0.386
C -0.096 4.191 -7.230
Cl 1.105 2.927 -7.530
Cl 0.163 4.979 -5.671
H -0.022 4.936 -8.014
H -1.083 3.742 -7.232
C -5.301 -4.177 3.153
Cl -4.921 -4.707 1.507
Cl -4.049 -3.113 3.814
H -6.240 -3.641 3.136
H -5.385 -5.052 3.787
C 4.289 -6.743 -2.578
Cl 4.573 -8.069 -1.441
Cl 3.482 -5.375 -1.800
H 5.244 -6.406 -2.965
H 3.666 -7.106 -3.388
C -9.267 -4.665 4.632
Cl -8.749 -5.486 3.155
Cl -8.012 -3.584 5.249
H -10.154 -4.081 4.415
H -9.486 -5.411 5.388


# C3H8N4O

C3H8N4O as an isolated structure at a distorted geometry (ωB97M-V/def2-TZVPD, the Open Molecules 2025 dataset).

Computed properties:
- total charge = 0
- electronic energy (Ha) = -413.0886
- energy relative to the best compared isomer or geometry (same formula, charge and spin) (eV) = 8.910
- HOMO level (eV) = -9.28
- 2S+1 = 1
- molar mass (g mol⁻¹) = 116.12

Element x y z (Å)
C 0.335 -1.644 0.452
C 1.012 -1.248 -0.828
C -0.756 1.337 0.567
H 0.836 -1.027 1.274
H 0.701 -2.586 0.950
H -0.679 -1.788 0.405
H 1.866 -1.464 -2.554
H 1.541 1.252 -1.074
H -2.549 2.508 0.986
H -2.899 0.895 -0.232
H 0.835 1.228 1.178
N 1.594 -1.985 -1.772
N 0.782 0.254 -0.529
N -2.066 1.728 0.548
N 0.052 1.804 1.291
O -0.606 0.735 -0.664